1.
{
  "formula": "C11H24F6NNaO13S5",
  "method": "ωB97M-V/def2-TZVPD",
  "symbols": ["Na", "C", "F", "F", "F", "S", "O", "O", "N", "S", "O", "O", "C", "F", "F", "F", "O", "S", "O", "O", "C", "C", "C", "H", "H", "H", "H", "H", "H", "H", "H", "O", "S", "O", "O", "C", "C", "C", "H", "H", "H", "H", "H", "H", "H", "H", "O", "S", "O", "O", "C", "C", "C", "H", "H", "H", "H", "H", "H", "H", "H"],
  "xyz": [[1.280, -1.123, 0.229], [0.664, -4.076, 2.078], [1.748, -4.473, 1.431], [-0.197, -3.481, 1.283], [0.048, -5.178, 2.531], [1.102, -2.852, 3.474], [-0.207, -2.381, 3.958], [1.947, -3.598, 4.464], [1.937, -1.683, 2.453], [2.982, -1.082, 3.362], [2.835, -1.149, 4.837], [4.312, -1.480, 2.857], [2.619, 0.851, 2.951], [3.210, 1.190, 1.827], [1.293, 0.985, 2.803], [3.186, 1.495, 3.938], [-0.559, 0.457, -3.299], [0.192, -0.770, -3.328], [0.223, -1.630, -2.147], [-0.202, -1.614, -4.699], [0.575, -2.751, -5.080], [-0.378, -3.798, -5.770], [2.025, -0.257, -3.878], [0.976, -3.287, -4.220], [1.440, -2.481, -5.685], [-1.294, -3.817, -5.180], [0.001, -4.820, -5.760], [-0.448, -3.359, -6.765], [2.464, 0.294, -3.046], [1.945, 0.284, -4.821], [2.617, -1.163, -4.005], [-1.083, -0.498, 0.823], [-2.012, 0.405, 1.533], [-1.616, 1.683, 2.168], [-3.340, 0.731, 0.662], [-3.653, -0.160, -0.396], [-4.761, 0.564, -1.122], [-2.821, -0.635, 2.919], [-4.198, -1.023, -0.015], [-2.778, -0.487, -0.958], [-4.497, 1.607, -1.297], [-5.646, 0.563, -0.485], [-5.090, 0.039, -2.019], [-2.018, -0.759, 3.646], [-3.103, -1.603, 2.504], [-3.775, -0.279, 3.308], [1.621, 3.611, -1.361], [0.857, 2.782, -0.370], [1.254, 1.429, 0.029], [0.686, 3.707, 0.977], [1.797, 4.419, 1.419], [1.522, 4.795, 2.910], [-0.912, 2.975, -0.844], [1.975, 5.256, 0.744], [2.772, 3.935, 1.481], [1.257, 3.864, 3.411], [0.592, 5.361, 2.966], [2.423, 5.299, 3.259], [-0.957, 3.964, -1.299], [-1.448, 2.971, 0.105], [-1.380, 2.233, -1.491]],
  "nbo_charge": [0.936, 0.761, -0.304, -0.319, -0.309, 2.082, -0.915, -0.848, -1.252, 2.136, -0.902, -0.931, 0.773, -0.322, -0.314, -0.299, -0.896, 2.295, -0.954, -0.699, -0.083, -0.622, -0.795, 0.190, 0.183, 0.227, 0.226, 0.218, 0.247, 0.249, 0.227, -0.954, 2.286, -0.885, -0.696, -0.091, -0.620, -0.823, 0.180, 0.212, 0.217, 0.214, 0.222, 0.276, 0.232, 0.243, -0.910, 2.289, -0.948, -0.690, -0.085, -0.618, -0.851, 0.186, 0.188, 0.225, 0.211, 0.219, 0.257, 0.269, 0.258],
  "relative_energy_ev": 3.6257,
  "homo_lumo_gap_ev": 8.96,
  "spin_multiplicity": 1,
  "homo_energy_ha": -0.3429,
  "e_lumo_ha": -0.0138
}

2.
{
  "formula": "C11H24FNO7P",
  "method": "ωB97M-V/def2-TZVPD",
  "symbols": ["C", "O", "C", "C", "C", "F", "C", "N", "C", "C", "C", "O", "O", "C", "P", "O", "O", "O", "H", "H", "H", "H", "H", "H", "H", "H", "H", "H", "H", "H", "H", "H", "H", "H", "H", "H", "H", "C", "C", "O", "H", "H", "H", "H", "H"],
  "xyz": [[1.530, 0.351, 1.422], [0.843, -0.794, 0.799], [0.423, -0.330, -0.494], [0.867, -1.339, -1.665], [2.465, -1.239, -1.842], [2.979, -2.386, -2.520], [-1.178, -0.095, -0.592], [-1.751, 0.184, 0.713], [-1.347, 1.192, -1.557], [-1.511, 2.533, -0.551], [-3.077, 3.076, -0.422], [-1.898, 3.792, -1.237], [-1.713, -1.217, -1.337], [-2.660, -2.008, -0.649], [-4.435, -1.300, -0.741], [-4.489, -0.039, -1.619], [-5.063, -0.905, 0.774], [-5.478, -2.443, -1.438], [1.766, 0.074, 2.499], [2.513, 0.584, 0.889], [0.835, 1.257, 1.404], [0.998, 0.631, -0.718], [0.445, -0.983, -2.664], [0.529, -2.402, -1.465], [2.630, -0.339, -2.522], [2.926, -1.097, -0.823], [-1.562, -0.533, 1.413], [-2.726, 0.477, 0.685], [-2.295, 1.152, -2.164], [-0.410, 1.375, -2.155], [-0.844, 2.582, 0.409], [-3.295, 4.062, 0.074], [-3.610, 2.887, -1.399], [-2.737, -2.987, -1.237], [-2.374, -2.321, 0.398], [-4.984, 0.060, 0.928], [-6.387, -2.105, -1.305], [5.722, -0.540, 2.218], [5.276, 0.733, 2.971], [4.492, 1.451, 2.158], [6.294, -0.297, 1.316], [6.371, -1.155, 2.862], [4.867, -1.161, 1.929], [6.221, 1.201, 3.330], [4.835, 0.362, 3.926]],
  "nbo_charge": [-0.279, -0.582, 0.084, -0.451, 0.043, -0.386, 0.386, -0.861, -0.451, 0.100, -0.256, -0.555, -0.539, -0.392, 2.178, -1.103, -0.998, -0.962, 0.216, 0.241, 0.158, 0.192, 0.209, 0.223, 0.158, 0.198, 0.392, 0.371, 0.256, 0.225, 0.234, 0.227, 0.223, 0.238, 0.224, 0.517, 0.504, -0.630, -0.006, -0.968, 0.180, 0.150, 0.174, 0.061, 0.055],
  "relative_energy_ev": 3.2577,
  "homo_lumo_gap_ev": 4.25,
  "spin_multiplicity": 1,
  "homo_energy_ha": -0.0933,
  "e_lumo_ha": 0.0630,
  "charge": -1
}

3.
{
  "formula": "C11H24IO3P2Ti",
  "method": "ωB97M-V/def2-TZVPD",
  "symbols": ["C", "C", "H", "H", "H", "O", "I", "Ti", "P", "C", "C", "H", "H", "H", "H", "H", "H", "C", "H", "H", "H", "P", "C", "C", "H", "H", "H", "C", "H", "H", "H", "H", "H", "H", "C", "O", "C", "C", "O", "H", "H", "H"],
  "xyz": [[-1.474, -6.658, -1.610], [-1.504, -5.490, -0.648], [-1.963, -7.517, -1.130], [-0.439, -6.948, -1.841], [-2.032, -6.424, -2.528], [-1.971, -5.438, 0.466], [-0.579, -3.638, -1.363], [0.313, 0.894, 0.104], [-1.908, 1.361, -0.705], [-3.099, 2.272, 0.326], [-1.671, 2.438, -2.166], [-2.649, 2.606, -2.644], [-3.717, 0.277, -1.891], [-0.998, 1.954, -2.890], [-2.189, -0.683, -2.001], [-2.652, 3.205, 0.706], [-1.222, 3.407, -1.895], [-2.822, -0.068, -1.341], [-4.008, 2.512, -0.256], [-3.120, -0.716, -0.501], [-3.371, 1.654, 1.197], [2.273, -0.025, 1.119], [2.673, 0.357, 2.844], [2.447, -1.816, 0.947], [3.536, 0.449, -0.909], [4.606, 0.205, 0.511], [3.725, 1.758, 0.273], [3.668, 0.664, 0.163], [2.229, -2.140, -0.084], [3.475, -2.105, 1.229], [3.675, -0.035, 3.092], [1.914, -0.098, 3.500], [1.713, -2.316, 1.599], [2.650, 1.447, 3.005], [-0.356, 1.341, 1.956], [-0.620, 1.880, 2.960], [0.813, 3.924, 0.359], [0.981, 2.698, -0.322], [1.434, 2.075, -1.343], [-0.257, 4.153, 0.457], [1.318, 4.758, -0.129], [1.180, 3.825, 1.388]],
  "nbo_charge": [-0.742, 0.542, 0.270, 0.268, 0.268, -0.460, -0.112, 1.151, 0.830, -0.932, -0.920, 0.278, 0.276, 0.264, 0.267, 0.249, 0.250, -0.940, 0.279, 0.271, 0.262, 0.834, -0.933, -0.941, 0.263, 0.276, 0.254, -0.917, 0.267, 0.276, 0.278, 0.261, 0.269, 0.253, 0.426, -0.339, -0.765, 0.289, -0.526, 0.289, 0.279, 0.289],
  "relative_energy_ev": 1.7226,
  "homo_lumo_gap_ev": [5.98, 6.16],
  "spin_multiplicity": 2,
  "homo_energy_ha": [-0.5356, -0.5356],
  "e_lumo_ha": [-0.3157, -0.3093],
  "charge": 2
}